55
Properties=species:S:1:pos:R:3 method="wB97M-V/def2-TZVPD" smiles="O=C(NCCc1ccc(C(F)(F)F)cc1)[C@@H]1CCC(=O)N(CCc2cccc(F)c2)C1" homo_lumo_gap_ha=0.3410 e_lumo_ev=0.46 e_homo_ha=-0.324 total_energy_ha=-1550.39211
O 0.026 -1.537 1.392
C 0.186 -1.993 0.280
N 1.139 -2.907 -0.008
H 1.275 -3.201 -0.962
C 2.144 -3.293 0.957
H 2.183 -4.384 1.029
H 1.812 -2.882 1.912
C 3.531 -2.742 0.589
C 3.450 -1.266 0.317
C 3.167 -0.374 1.345
C 3.015 0.975 1.090
C 3.147 1.444 -0.210
C 3.450 0.570 -1.245
C 3.599 -0.778 -0.975
H 3.834 -1.457 -1.783
H 3.562 0.945 -2.251
C 2.924 2.892 -0.532
F 3.025 3.702 0.526
F 1.706 3.103 -1.070
F 3.805 3.352 -1.445
H 2.784 1.663 1.887
H 3.054 -0.739 2.354
H 4.211 -2.940 1.419
H 3.908 -3.261 -0.295
C -0.658 -1.572 -0.921
C -2.047 -1.160 -0.442
N -2.748 -0.249 -1.323
C -2.251 0.359 -2.421
O -2.928 1.115 -3.094
C -0.814 0.043 -2.792
C 0.019 -0.377 -1.593
H 0.095 0.443 -0.877
H 1.031 -0.640 -1.908
H -0.399 0.933 -3.267
H -0.830 -0.752 -3.543
C -4.077 0.146 -0.890
H -4.723 0.183 -1.772
H -4.451 -0.609 -0.196
C -4.077 1.535 -0.225
C -3.101 1.577 0.912
C -1.809 2.046 0.705
C -0.896 1.981 1.739
C -1.222 1.474 2.982
C -2.515 1.027 3.188
C -3.444 1.076 2.163
H -4.449 0.717 2.332
H -2.796 0.632 4.152
H -0.478 1.433 3.761
F 0.362 2.424 1.525
H -1.511 2.453 -0.249
H -3.807 2.270 -0.983
H -5.088 1.746 0.126
H -2.668 -2.057 -0.315
H -1.932 -0.694 0.545
H -0.726 -2.397 -1.638

16
Properties=species:S:1:pos:R:3 method="wB97M-V/def2-TZVPD" smiles="NC(=O)CCCO" homo_lumo_gap_ha=0.3747 e_lumo_ev=0.65 de_lowest_kcal_mol=13.7 e_homo_ha=-0.351 total_energy_ha=-363.06372
N -1.992 0.284 -1.072
C -1.233 1.178 -0.364
O -1.704 2.075 0.311
C 0.277 1.000 -0.507
C 0.900 0.371 0.751
C 1.212 -1.103 0.579
O 0.011 -1.780 0.238
H -2.980 0.268 -0.868
H -1.590 -0.619 -1.268
H 0.547 0.414 -1.397
H 0.667 2.010 -0.650
H 1.830 0.882 1.019
H 0.216 0.507 1.597
H 1.958 -1.219 -0.223
H 1.646 -1.513 1.502
H 0.195 -2.727 0.224

12
Properties=species:S:1:pos:R:3 method="wB97M-V/def2-TZVPD" smiles="C#C[C@@H](C)C=O" homo_lumo_gap_ha=0.3943 e_lumo_ev=0.83 de_lowest_kcal_mol=42.5 e_homo_ha=-0.364 total_energy_ha=-269.27846
C -0.034 1.338 0.563
C -0.181 -0.161 0.291
C -1.461 -0.478 -0.476
O -2.388 0.288 -0.553
C 1.005 -0.784 -0.308
C 2.005 -1.333 -0.695
H 0.862 1.532 1.158
H 0.042 1.899 -0.373
H -0.912 1.702 1.102
H -0.320 -0.693 1.246
H -1.511 -1.494 -0.918
H 2.895 -1.814 -1.037

15
Properties=species:S:1:pos:R:3 method="wB97M-V/def2-TZVPD" smiles="CC1=C(C)SS[SiH2]1" homo_lumo_gap_ha=0.3038 e_lumo_ev=0.26 de_lowest_kcal_mol=66.9 e_homo_ha=-0.294 total_energy_ha=-1243.03477
C -0.116 -0.335 0.199
C 0.464 0.818 -0.314
C -1.590 -0.632 0.263
C -0.237 2.153 -0.635
Si 1.054 -1.784 0.480
S 2.193 1.183 -0.053
S 2.924 -0.766 0.180
H -1.862 -1.366 1.149
H -1.704 -1.495 -0.464
H -2.146 0.254 0.219
H -1.318 2.121 -0.372
H -0.078 2.392 -1.729
H 0.472 2.833 -0.155
H 1.009 -2.699 1.891
H 0.935 -2.676 -0.660

112
Properties=species:S:1:pos:R:3 method="wB97M-V/def2-TZVPD" homo_lumo_gap_ha=0.2219 e_lumo_ev=0.27 de_lowest_kcal_mol=111.8 e_homo_ha=-0.212 total_energy_ha=-3663.69416
Sr 0.323 -0.204 -0.026
O -0.702 0.510 -1.645
P -0.651 -0.348 -2.849
C -1.311 -2.020 -2.776
C -2.498 -2.162 -2.081
C -3.128 -3.392 -2.046
C -2.576 -4.469 -2.717
C -1.394 -4.318 -3.422
C -0.759 -3.093 -3.458
C -1.917 0.338 -3.979
C -2.335 -0.351 -5.108
C -3.400 0.121 -5.852
C -4.049 1.285 -5.469
C -3.622 1.984 -4.354
C -2.561 1.509 -3.604
C 0.898 -0.179 -3.812
C 1.970 -1.060 -3.856
C 3.047 -0.807 -4.690
C 3.068 0.323 -5.487
C 2.015 1.220 -5.432
C 0.941 0.972 -4.596
H -2.914 -1.310 -1.562
H -4.038 -3.508 -1.480
H -3.062 -5.433 -2.685
H -0.955 -5.161 -3.939
H 0.175 -2.974 -3.989
H -1.835 -1.268 -5.391
H -3.735 -0.422 -6.722
H -4.893 1.639 -6.041
H -4.125 2.894 -4.062
H -2.227 2.027 -2.715
H 1.986 -1.945 -3.242
H 3.870 -1.503 -4.722
H 3.902 0.504 -6.150
H 2.022 2.103 -6.052
H 0.117 1.670 -4.555
F 3.032 -2.900 -0.003
C 1.942 -3.689 -0.070
F 1.909 -4.406 1.059
F 2.136 -4.537 -1.089
S 0.358 -2.710 -0.289
O 0.773 -1.777 -1.309
O -0.590 -3.708 -0.615
O 0.247 -2.068 1.005
C 1.585 6.536 2.546
C 0.838 5.293 2.152
C -0.540 5.218 2.217
C -1.169 4.038 1.821
C -2.665 3.916 1.884
C -0.413 2.983 1.359
C 0.998 3.005 1.263
C 1.584 4.212 1.697
N 1.624 1.884 0.778
C 3.058 1.934 0.458
C 3.943 2.013 1.721
C 5.423 1.985 1.332
C 5.734 3.147 0.388
C 4.894 3.022 -0.884
C 5.228 1.707 -1.581
C 4.905 0.557 -0.631
C 5.755 0.671 0.632
C 3.426 0.617 -0.249
C 3.403 3.059 -0.541
H 0.923 7.286 2.967
H 2.079 6.964 1.674
H 2.352 6.297 3.280
H -1.126 6.055 2.568
H -3.140 4.796 1.453
H -3.002 3.832 2.918
H -2.981 3.033 1.332
H -0.901 2.062 1.009
H 2.648 4.354 1.708
H 3.686 1.160 2.360
H 3.736 2.917 2.286
H 6.036 2.081 2.235
H 6.794 3.132 0.127
H 5.530 4.097 0.881
H 5.129 3.858 -1.551
H 6.285 1.681 -1.855
H 4.637 1.615 -2.493
H 5.112 -0.397 -1.126
H 6.814 0.640 0.373
H 5.542 -0.167 1.297
H 3.179 -0.205 0.435
H 2.804 0.544 -1.148
H 2.794 2.899 -1.436
H 3.143 4.033 -0.139
C -0.714 -1.374 4.291
C -1.462 -0.310 3.493
O -2.342 -0.925 2.580
P -2.177 -0.972 0.941
O -3.484 -0.131 0.449
C -4.808 -0.321 0.926
C -5.142 0.657 2.043
O -2.822 -2.439 0.750
C -2.531 -3.599 1.497
C -3.803 -4.080 2.180
H -0.138 -0.910 5.087
H -0.037 -1.912 3.630
H -1.426 -2.074 4.727
H -0.737 0.354 2.975
H -2.089 0.290 4.164
H -4.945 -1.351 1.270
H -5.466 -0.147 0.065
H -4.584 0.406 2.940
H -6.206 0.619 2.261
H -4.876 1.664 1.733
H -1.749 -3.397 2.233
H -2.162 -4.347 0.790
H -4.160 -3.316 2.869
H -3.610 -4.998 2.729
H -4.576 -4.267 1.435

19
Properties=species:S:1:pos:R:3 method="wB97M-V/def2-TZVPD" smiles=C#C[C@H](CC#N)NC.O homo_lumo_gap_ha=0.3642 e_lumo_ev=0.41 de_lowest_kcal_mol=74.6 e_homo_ha=-0.349 total_energy_ha=-419.26764
C 4.916 0.555 -2.134
N 4.769 0.726 -3.570
C 3.753 1.661 -4.019
C 2.315 1.193 -3.715
C 2.041 -0.181 -4.151
N 1.519 -1.223 -4.287
C 3.955 3.028 -3.476
C 3.920 4.137 -2.987
H 4.867 1.492 -1.550
H 4.106 -0.087 -1.760
H 5.848 0.013 -1.933
H 5.664 1.003 -3.965
H 3.838 1.720 -5.114
H 2.128 1.251 -2.633
H 1.594 1.870 -4.193
H 3.756 5.163 -2.706
O 3.003 0.920 1.640
H 2.516 1.031 2.466
H 2.495 1.479 0.899

123
Properties=species:S:1:pos:R:3 method="wB97M-V/def2-TZVPD" homo_lumo_gap_ha=0.2403 e_lumo_ev=2.08 total_charge=-1 e_homo_ha=-0.164 total_energy_ha=-5611.17558
Rb -0.298 -0.597 0.697
C -4.862 -0.098 -1.138
C -3.422 0.330 -1.005
N -2.844 0.511 0.135
N -3.564 0.442 1.255
C -3.052 -0.123 2.338
O -2.116 -0.959 2.386
C -3.766 0.233 3.610
C -3.058 0.132 4.806
C -3.654 0.464 6.012
C -4.977 0.886 6.039
C -5.692 0.976 4.852
C -5.089 0.659 3.644
C -2.607 0.489 -2.212
C -3.152 0.376 -3.499
C -2.320 0.481 -4.598
C -0.963 0.703 -4.408
C -0.514 0.817 -3.100
N -1.300 0.715 -2.045
H -5.273 -0.221 -0.139
H -4.933 -1.047 -1.675
H -5.456 0.647 -1.675
H -2.030 -0.209 4.764
H -3.090 0.392 6.934
H -5.449 1.140 6.981
H -6.727 1.298 4.874
H -5.632 0.746 2.712
H -4.212 0.207 -3.632
H -2.727 0.390 -5.598
H -0.283 0.786 -5.246
H 0.537 1.004 -2.881
C 5.727 0.806 -0.459
C 5.199 0.759 0.968
C 6.318 0.701 1.995
O 4.419 -0.426 1.137
P 2.832 -0.599 0.822
O 2.104 0.094 -0.270
C 3.196 -2.239 -0.047
P 1.640 -2.919 -0.624
O 0.511 -2.941 0.312
O 1.150 -2.250 -1.980
C 1.770 -2.071 -3.271
C 2.859 -1.003 -3.232
C 2.268 -3.375 -3.880
O 2.064 -4.439 -1.061
C 1.580 -5.541 -0.277
C 2.626 -6.642 -0.349
C 0.232 -6.004 -0.814
O 1.988 -1.362 1.972
C 2.293 -1.440 3.367
C 1.025 -1.122 4.144
C 2.803 -2.848 3.657
H 6.294 1.724 -0.613
H 4.882 0.794 -1.149
H 6.367 -0.057 -0.659
H 4.583 1.640 1.145
H 6.918 -0.199 1.843
H 5.896 0.671 3.000
H 6.960 1.578 1.903
H 3.637 -2.977 0.624
H 3.866 -2.078 -0.890
H 0.939 -1.698 -3.872
H 3.834 -1.441 -3.007
H 2.622 -0.271 -2.458
H 2.927 -0.502 -4.198
H 3.099 -3.768 -3.297
H 2.602 -3.209 -4.905
H 1.472 -4.120 -3.876
H 1.453 -5.218 0.760
H 2.762 -6.952 -1.386
H 2.297 -7.499 0.240
H 3.582 -6.290 0.041
H 0.335 -6.277 -1.867
H -0.486 -5.190 -0.725
H -0.129 -6.867 -0.252
H 3.076 -0.716 3.606
H 0.223 -1.789 3.825
H 0.710 -0.097 3.940
H 1.199 -1.239 5.215
H 2.067 -3.575 3.308
H 2.964 -2.981 4.728
H 3.744 -3.021 3.132
C 2.804 2.692 3.888
O 1.581 2.464 3.179
C 1.550 1.555 2.192
O 2.674 0.976 2.050
H 2.558 3.362 4.707
H 3.543 3.155 3.230
H 3.214 1.756 4.271
C -2.083 5.024 -3.494
C -0.704 4.896 -3.505
C -0.057 4.210 -2.484
C -0.764 3.641 -1.428
C -2.157 3.758 -1.451
C -2.810 4.443 -2.462
As 0.059 2.522 0.024
C 1.760 3.524 0.016
C 2.111 4.536 0.905
C 3.338 5.181 0.812
C 4.242 4.828 -0.180
C 3.918 3.806 -1.060
C 2.700 3.152 -0.946
C -0.893 3.529 1.414
C -1.453 2.819 2.472
C -2.182 3.462 3.461
C -2.347 4.838 3.414
C -1.799 5.563 2.364
C -1.090 4.908 1.367
H -2.591 5.569 -4.281
H -0.129 5.332 -4.315
H 1.022 4.128 -2.515
H -2.736 3.290 -0.661
H -3.891 4.530 -2.451
H 1.425 4.819 1.692
H 3.585 5.968 1.515
H 5.194 5.340 -0.263
H 4.622 3.514 -1.831
H 2.469 2.319 -1.603
H -1.309 1.746 2.507
H -2.629 2.887 4.264
H -2.908 5.346 4.190
H -1.929 6.638 2.321
H -0.698 5.479 0.533

16
Properties=species:S:1:pos:R:3 method="wB97M-V/def2-TZVPD" homo_lumo_gap_ha=0.3465 e_lumo_ev=0.76 de_lowest_kcal_mol=103.7 e_homo_ha=-0.319 total_energy_ha=-271.58741
O 2.819 0.444 0.302
C 2.379 -0.497 1.106
C 0.201 -0.557 -0.464
C -1.216 -1.068 -0.190
C -1.727 0.375 -0.372
C -0.284 0.877 -0.108
H 2.313 1.278 0.333
H 1.000 -1.087 0.077
H 1.549 -0.063 1.724
H 0.491 -0.601 -1.517
H -1.305 -1.392 0.853
H -1.596 -1.855 -0.844
H -2.024 0.561 -1.409
H -2.519 0.727 0.295
H -0.149 1.150 0.947
H 0.067 1.708 -0.733

105
Properties=species:S:1:pos:R:3 method="wB97M-V/def2-TZVPD" homo_lumo_gap_ha=0.1866 e_lumo_ev=3.71 de_lowest_kcal_mol=66.4 total_charge=-2 e_homo_ha=-0.050 total_energy_ha=-4415.65375
Cs -0.566 0.180 0.688
F -1.158 3.000 5.121
C -2.069 2.029 5.189
F -1.691 1.160 6.132
F -3.232 2.566 5.560
S -2.170 1.234 3.538
O -2.723 2.244 2.670
O -0.835 0.773 3.250
N -3.194 0.064 3.906
S -3.638 -0.806 2.663
O -2.685 -0.668 1.575
O -4.109 -2.097 3.059
C -5.175 0.038 2.015
F -4.882 0.897 1.045
F -6.015 -0.879 1.514
F -5.823 0.696 2.982
C -3.691 -3.572 -2.061
C -2.957 -4.365 -2.931
C -1.601 -4.514 -2.720
C -0.978 -3.870 -1.638
N -1.696 -3.096 -0.815
C -3.001 -2.964 -1.024
C 0.502 -3.987 -1.396
C 1.141 -5.140 -1.874
C 2.518 -5.276 -1.770
C 3.238 -4.229 -1.196
C 2.563 -3.118 -0.708
C 1.159 -2.918 -0.742
H -4.754 -3.411 -2.185
H -3.434 -4.853 -3.775
H -1.008 -5.098 -3.409
H -3.526 -2.328 -0.317
H 0.577 -5.958 -2.313
H 3.016 -6.168 -2.133
H 4.322 -4.298 -1.124
H 3.190 -2.343 -0.258
N 1.279 -0.248 5.288
C 1.820 0.734 6.115
C 1.218 1.047 7.323
C 1.756 2.032 8.145
C 2.914 2.691 7.770
C 3.530 2.359 6.566
C 2.985 1.401 5.729
S 3.730 1.052 4.167
N 3.040 -0.432 3.710
C 1.961 -0.833 4.256
C 1.324 -2.106 3.764
C 1.809 -2.747 2.640
C 1.158 -3.897 2.214
C 0.064 -4.340 2.939
C -0.342 -3.626 4.056
N 0.278 -2.527 4.476
H 0.449 -0.751 5.571
H 0.311 0.529 7.607
H 1.262 2.276 9.077
H 3.339 3.459 8.402
H 4.438 2.867 6.265
H 2.631 -2.322 2.083
H 1.479 -4.391 1.307
H -0.497 -5.210 2.624
H -1.209 -3.937 4.626
C 1.618 4.309 -0.898
C 1.913 4.018 -2.369
C 3.237 3.267 -2.503
C 1.980 5.324 -3.156
O 0.857 3.269 -2.949
Si 0.523 1.645 -2.630
O 0.667 1.232 -1.128
O -1.013 1.482 -3.279
C -2.169 2.275 -3.073
C -2.228 3.324 -4.181
C -3.358 1.326 -3.171
C -2.167 2.963 -1.708
O 1.489 0.830 -3.700
C 1.236 -0.329 -4.478
C 2.539 -1.123 -4.505
C 0.129 -1.184 -3.873
C 0.854 0.121 -5.886
H 2.471 4.807 -0.426
H 1.405 3.376 -0.376
H 0.744 4.960 -0.810
H 4.065 3.872 -2.120
H 3.422 3.023 -3.551
H 3.207 2.330 -1.945
H 2.769 5.974 -2.767
H 1.025 5.849 -3.083
H 2.178 5.116 -4.209
H -2.291 2.831 -5.154
H -1.321 3.929 -4.159
H -3.100 3.974 -4.058
H -3.336 0.800 -4.128
H -4.303 1.871 -3.085
H -3.311 0.580 -2.375
H -1.299 3.618 -1.623
H -2.120 2.232 -0.902
H -3.077 3.555 -1.584
H 2.762 -1.511 -3.510
H 3.361 -0.475 -4.822
H 2.464 -1.968 -5.195
H 0.348 -1.412 -2.829
H 0.048 -2.131 -4.416
H -0.833 -0.672 -3.922
H 1.673 0.690 -6.336
H -0.027 0.763 -5.839
H 0.629 -0.739 -6.524

16
Properties=species:S:1:pos:R:3 method="wB97M-V/def2-TZVPD" homo_lumo_gap_ha=0.3580 e_lumo_ev=-0.15 de_lowest_kcal_mol=0.0 e_homo_ha=-0.364 total_energy_ha=-1714.31621
C 0.325 -0.260 -1.196
C 1.252 0.647 0.701
C 2.301 -0.162 -0.096
N 0.120 0.600 -0.185
N -2.549 -0.797 -0.258
O -0.509 -0.605 -2.009
O -1.945 0.478 2.031
O 1.602 -0.687 -1.218
P -1.950 0.504 0.584
Cl -2.224 -2.291 0.574
Cl -2.728 2.055 -0.272
H 1.016 0.198 1.672
H 1.557 1.685 0.860
H 3.116 0.470 -0.457
H 2.723 -0.997 0.468
H -2.108 -0.839 -1.199